Entry 1:
{"formula": "C6H10N3O2S", "method": "wB97M-V/def2-TZVPD", "elements": ["C", "C", "C", "C", "C", "C", "N", "N", "N", "O", "O", "S", "H", "H", "H", "H", "H", "H", "H", "H", "H", "H"], "xyz": [[0.355, 1.496, 2.065], [1.113, 1.016, 1.263], [0.831, -1.084, -0.981], [-0.715, -0.531, -0.468], [-2.370, 1.590, -0.556], [1.991, 0.882, 0.078], [0.851, -2.293, -1.472], [-1.218, -0.957, 0.657], [1.908, -0.386, -0.610], [-0.291, -1.948, 1.228], [-2.238, -0.626, 1.222], [-1.113, 0.817, -1.556], [-0.163, 1.934, 2.967], [-1.835, 2.005, 0.318], [-3.189, 0.957, -0.353], [-2.775, 2.435, -1.153], [3.064, 1.027, 0.408], [1.661, 1.696, -0.643], [0.090, -2.829, -1.847], [1.762, -2.611, -1.859], [-0.446, -1.778, 2.224], [2.727, -0.810, -0.933]], "total_charge": 1, "e_lumo_ha": -0.1362, "spin_multiplicity": 1, "orbital_gap_ev": 8.284}

Entry 2:
{"formula": "C6H10N3O3", "method": "wB97M-V/def2-TZVPD", "elements": ["C", "C", "C", "C", "C", "C", "N", "N", "N", "O", "O", "O", "H", "H", "H", "H", "H", "H", "H", "H", "H", "H"], "xyz": [[-1.833, -2.264, 2.313], [-0.850, -0.415, 1.103], [-0.059, 2.275, 0.394], [0.986, -0.514, -2.215], [1.439, 1.515, -1.137], [-0.138, -0.106, -0.093], [0.078, -0.941, -1.132], [0.474, 1.134, -0.122], [2.048, 0.295, -1.652], [-2.244, -1.547, 3.292], [-1.163, -1.790, 1.355], [0.490, 3.318, 0.244], [-1.864, -3.447, 2.419], [-1.167, 0.377, 1.654], [-1.018, 2.195, 1.066], [1.242, -1.396, -2.634], [0.454, -0.043, -2.953], [1.042, 2.011, -2.113], [2.366, 2.028, -0.819], [-0.485, -1.790, -1.250], [-2.342, -0.596, 3.289], [2.545, -0.301, -1.011]], "total_charge": 1, "e_lumo_ha": [-0.1405, -0.2505], "spin_multiplicity": 3, "orbital_gap_ev": [5.719, 7.343], "s_squared": 2.01}

Calculated ΔE to the lowest compared entry with this formula, charge and spin (kcal per mole), listed in the same order as above: 129.0 0.0